10
Properties=species:S:1:pos:R:3 method="wB97M-V/def2-TZVPD" relative_energy_ev=2.3603 smiles="C[S@](=O)(=S)C=O" orbital_gap_ha=0.34773 charge=0
S 0.42687 -1.11170 -0.19249
S 1.48371 -2.05629 1.10974
O -0.40868 -1.86600 -1.19787
O 1.92036 0.90741 -1.06273
C -0.64967 0.05202 0.55410
C 1.75711 -0.27478 -1.09302
H 2.30295 -0.94304 -1.58971
H -1.52373 -0.50562 0.95312
H -1.21647 0.53426 -0.23063
H -0.18958 0.64678 1.35555

---

9
Properties=species:S:1:pos:R:3 method="wB97M-V/def2-TZVPD" relative_energy_ev=3.2876 smiles="O=C[SiH2]C=O" orbital_gap_ha=0.33867 charge=0
Si -0.01142 0.85144 0.42219
O 2.56100 0.08425 -0.55670
O -2.26681 -0.78151 -0.68460
C -1.41567 -0.69542 0.17488
C 1.41315 -0.21977 -0.45620
H -0.43305 1.85954 -0.52573
H 0.22837 1.44980 1.78258
H -1.10030 -1.45872 0.87699
H 1.02474 -1.08959 -1.03342

---

9
Properties=species:S:1:pos:R:3 method="wB97M-V/def2-TZVPD" relative_energy_ev=0.4508 smiles="O=C(O)CO" orbital_gap_ha=0.41474 charge=0
O -1.82750 -0.15640 -0.03695
O -0.59508 1.68005 -0.03483
O 1.71784 0.32288 -0.06636
C 0.56039 -0.42630 -0.00360
C -0.64950 0.48546 0.00922
H 0.51825 -1.03690 -0.87502
H 0.53058 -1.06649 0.89294
H -1.75144 -1.11736 -0.05803
H 1.49645 1.31505 0.17263

---

10
Properties=species:S:1:pos:R:3 method="wB97M-V/def2-TZVPD" relative_energy_ev=2.8286 smiles="O=C([O-])[C@H](O)P" orbital_gap_ha=0.31280 charge=-1
P 1.66178 -0.66461 -0.20484
O 0.37680 1.74937 0.01978
O -1.39651 -1.39649 -0.01678
O -2.01009 0.73050 -0.40706
C -1.26544 -0.19075 -0.12670
C 0.30916 0.39148 0.34267
H 1.08507 -1.60480 0.53691
H 1.33532 -1.32496 -1.39113
H -0.66891 1.83908 -0.23300
H 0.57282 0.47118 1.48014

---

10
Properties=species:S:1:pos:R:3 method="wB97M-V/def2-TZVPD" relative_energy_ev=1.3713 smiles="O=C1O[C@@H]1O.S" orbital_gap_ha=0.37809 charge=0
S -0.80871 -0.35371 1.81330
O -1.33309 0.93168 -1.29929
O 0.79119 2.10207 -1.49228
O 1.69932 -0.19719 -1.50263
C -0.18347 1.24796 -1.18795
C 1.13950 0.75853 -0.76211
H 1.40949 1.06264 0.26749
H -1.15124 -0.33199 0.56776
H 1.04676 -0.82807 -1.86468
H -1.56432 0.79100 2.13623

---

10
Properties=species:S:1:pos:R:3 method="wB97M-V/def2-TZVPD" relative_energy_ev=2.4095 smiles="O=S1(=O)C[C@H]1O" orbital_gap_ha=0.40013 charge=0
S 0.23889 1.00593 -0.32806
O -1.04839 1.66375 -0.23306
O -1.35524 -0.95679 -0.65474
O 1.42408 1.64784 -0.75932
C -0.01211 -0.70452 -0.44574
C 0.54762 -0.16628 0.93551
H -1.79797 -0.27731 -0.28935
H 1.52049 -0.55376 1.06234
H -0.21453 -0.35019 1.62139
H 0.69716 -1.30866 -0.90896

---

11
Properties=species:S:1:pos:R:3 method="wB97M-V/def2-TZVPD" relative_energy_ev=4.3748 orbital_gap_ha=0.30160 charge=0
S -0.29215 1.71834 -0.04309
S -2.59043 0.27024 1.32949
O -2.09846 1.52693 0.49445
O -3.02703 0.56175 2.63222
O -1.06411 -0.48004 1.51966
C 0.15584 -0.67753 0.83276
C 0.24818 0.16036 -0.37730
H -0.10708 -0.12077 -1.28373
H 1.13386 -0.36463 1.45674
H 0.37495 -1.79350 0.61278
H -0.77449 2.10573 -1.28520

---

10
Properties=species:S:1:pos:R:3 method="wB97M-V/def2-TZVPD" relative_energy_ev=4.7795 smiles="O=COCOO" orbital_gap_ha=0.39926 charge=0
O 0.41765 1.40777 -0.65415
O -0.96859 0.06276 0.61443
O 1.46062 0.70282 0.01095
O 0.63836 -1.54691 0.27844
C -0.10412 -0.85708 1.00754
C -0.70778 0.60512 -0.70068
H -0.57126 -0.24729 -1.37707
H 1.49006 -0.43371 -0.30873
H -1.54735 1.24274 -0.96908
H -0.10759 -0.93621 2.09833

---

10
Properties=species:S:1:pos:R:3 method="wB97M-V/def2-TZVPD" relative_energy_ev=1.5967 smiles="O=CO.O=CO" orbital_gap_ha=0.41142 charge=0
O -1.69916 -2.53260 -0.49006
O -1.27294 -0.54591 -1.40946
O 1.47636 2.94618 0.14131
O 1.11924 0.70711 0.00368
C 0.80593 1.98414 0.40098
C -1.14351 -1.31344 -0.50794
H 2.08289 0.84481 -0.01392
H -1.29881 -3.03903 0.21563
H 0.30599 2.12408 1.38562
H -0.37598 -1.17533 0.27415

---

13
Properties=species:S:1:pos:R:3 method="wB97M-V/def2-TZVPD" relative_energy_ev=0.1628 orbital_gap_ha=0.17284 charge=-2
S 1.12400 -1.00637 -0.74048
S -1.98652 -0.53939 -0.40785
O 1.07467 1.24027 1.22718
O 2.12869 -1.95121 -0.24030
O -2.95465 -0.83693 0.72611
O -1.82909 1.04893 -0.47485
O 0.51916 1.90104 -0.87558
C -0.37564 -1.06523 0.29900
C 1.30056 1.30841 0.05577
H 2.38446 1.22925 -0.36653
H -0.53484 1.38658 -0.82759
H -0.16214 -0.59675 1.20936
H -0.68867 -2.11862 0.41577

---

16
Properties=species:S:1:pos:R:3 method="wB97M-V/def2-TZVPD" relative_energy_ev=0.0000 orbital_gap_ha=0.28957 charge=-2
S -1.25088 1.96374 -0.32447
S -1.88182 -1.14588 0.55504
O -1.38859 -0.98478 1.92276
O -0.15647 2.06664 -1.30355
O -1.78045 -1.32780 -2.29088
O -1.00378 -2.14272 -0.08824
O 0.94725 0.27468 1.42724
O -3.31750 -1.53932 0.56924
O -2.40376 2.76870 -0.67975
O -0.91162 2.16086 1.07368
C -1.75030 0.26480 -0.50507
C -1.76776 -0.09724 -1.77878
H 0.32640 1.11285 1.50724
H 0.29719 -0.36558 1.50973
H -1.51315 0.74256 -2.37442
H -1.58814 -1.93103 -1.42017

---

8
Properties=species:S:1:pos:R:3 method="wB97M-V/def2-TZVPD" relative_energy_ev=3.8807 orbital_gap_ha=0.34597 charge=0
S -2.19684 -0.10574 -0.40442
O -0.82762 0.97343 -0.37070
C 0.43960 0.57518 -0.16896
C 1.07733 -0.60935 -0.22479
H 0.59142 -1.55159 -0.16698
H 2.07788 -0.67548 0.28201
H 1.30434 1.79437 0.17603
H -2.46610 -0.40082 0.87781

---

8
Properties=species:S:1:pos:R:3 method="wB97M-V/def2-TZVPD" relative_energy_ev=1.8431 smiles=S[C@H]1CO1 orbital_gap_ha=0.37794 charge=0
S -0.12772 -0.21935 -1.93102
O 0.95418 -0.77309 0.66849
C 0.44495 0.36945 -0.38927
C -0.14423 0.04814 0.91678
H -0.01773 0.76499 1.72758
H -1.11158 -0.45505 0.93944
H 1.20463 1.12947 -0.46687
H -1.20250 -0.86457 -1.46514

---

8
Properties=species:S:1:pos:R:3 method="wB97M-V/def2-TZVPD" relative_energy_ev=4.7334 orbital_gap_ha="0.31843 / 0.29449" charge=0
S 0.56102 -1.24654 -1.23143
O -0.95131 1.76470 0.76040
C -0.27748 0.98023 0.14689
C -0.51322 -0.37654 -0.21391
H 1.74637 -0.47061 -0.94918
H 0.04898 -1.06169 1.88851
H -1.46515 -0.74170 -0.12053
H 0.85079 1.15215 -0.28075

---

8
Properties=species:S:1:pos:R:3 method="wB97M-V/def2-TZVPD" relative_energy_ev=0.7820 smiles="O=CCS" orbital_gap_ha=0.37423 charge=0
S 1.82375 0.43606 0.29210
O -0.56498 -0.55692 -1.80404
C 0.02698 0.33806 0.57218
C -0.81366 -0.20144 -0.66989
H -0.18762 -0.33763 1.39871
H -1.86786 -0.25492 -0.31097
H 1.91213 -0.76361 -0.27331
H -0.32874 1.34040 0.79521

---

9
Properties=species:S:1:pos:R:3 method="wB97M-V/def2-TZVPD" relative_energy_ev=1.8355 orbital_gap_ha=0.30632 charge=0
S -2.46760 -0.00663 -0.24013
S 0.14307 -1.29408 0.24453
O -3.19164 1.16306 0.21322
C -0.94925 0.03114 0.43133
C 1.56631 -0.27681 -0.32227
H 1.97346 0.00703 0.54106
H -0.61671 0.91772 1.00306
H 1.46478 0.60143 -1.08047
H 2.07757 -1.14286 -0.79033

---

9
Properties=species:S:1:pos:R:3 method="wB97M-V/def2-TZVPD" relative_energy_ev=0.7479 smiles="OC(=S)CS" orbital_gap_ha=0.33403 charge=0
S -0.73033 -1.41444 -0.61998
S 0.15612 2.43733 0.76582
O 0.92699 0.89161 -1.22815
C 0.32033 1.04818 0.01695
C 0.07669 -0.32045 0.61211
H 0.74648 0.04533 -1.62407
H -2.07060 -1.65387 -0.33072
H -0.54503 -0.35943 1.58590
H 1.11934 -0.67425 0.82214

---

10
Properties=species:S:1:pos:R:3 method="wB97M-V/def2-TZVPD" relative_energy_ev=2.0104 orbital_gap_ha=0.30904 charge=0
S 0.69475 1.09970 -0.38737
S -0.95896 -0.69041 1.49408
S -1.43904 -0.80643 -0.67387
O 2.20428 1.35612 -0.52093
C 0.71513 -0.03039 1.09627
C 0.28847 -0.43926 -1.37253
H 1.15070 0.67708 1.98215
H 0.02118 -0.25031 -2.48383
H 1.43259 -0.80516 0.73398
H 0.99181 -1.29842 -1.33255

---

10
Properties=species:S:1:pos:R:3 method="wB97M-V/def2-TZVPD" relative_energy_ev=1.9961 orbital_gap_ha=0.29826 charge=0
S 2.43307 1.61876 0.41003
S 2.94351 -0.18912 0.03925
S 0.59412 -1.26994 0.67908
O 2.97699 -0.53567 -1.36473
C -0.41050 -0.07743 0.21517
C -1.84249 -0.08909 0.06869
H -2.34892 0.76259 0.37070
H 0.19147 0.81844 0.04092
H -2.22236 -0.91380 0.54600
H -2.31488 -0.12475 -1.00512

---

9
Properties=species:S:1:pos:R:3 method="wB97M-V/def2-TZVPD" relative_energy_ev=3.8715 orbital_gap_ha="0.24832 / 0.23088" charge=0
S -0.06693 -1.51268 -1.71434
Si -0.24495 1.36050 -0.11673
O -0.60973 1.07418 -1.58135
C 0.04670 -0.39284 0.72603
C 0.28328 -1.35769 -0.09654
H 1.21980 1.77184 0.34459
H 0.70267 -2.44246 -0.03390
H -1.42016 1.84703 0.63047
H 0.08932 -0.34788 1.84178